The following is a quantum chemistry calculation of a structure of composition C43H73N2OPtSSbSi3, from OMol25.

Each line ends with the Löwdin charge.
Element x y z (Å)
Pt: 0.22 0.19 -0.76  0.29
Sb: -0.12 0.13 1.88  0.91
S: 0.49 3.19 -0.97  0.85
Si: 1.97 1.19 2.93  0.30
Si: -2.14 1.27 3.01  0.33
Si: -0.26 -2.12 3.13  0.32
O: -0.68 2.65 -0.19  -0.63
N: 1.45 -1.56 -1.22  0.01
N: -1.37 -1.73 -1.31  0.08
C: 5.65 -1.48 -1.04  -0.07
C: -2.01 1.17 4.89  -0.23
C: -0.63 -2.61 -0.69  -0.20
C: 2.05 -4.53 -2.45  -0.06
C: -4.64 -3.50 -1.23  -0.06
C: -2.64 -4.50 -2.24  -0.36
C: 2.43 0.41 -3.68  -0.06
C: 1.59 5.70 -0.72  -0.08
C: -2.24 3.09 2.57  -0.22
C: 2.24 0.89 4.76  -0.23
C: -0.15 -1.89 4.99  -0.21
C: 3.22 -4.29 -1.48  -0.36
C: 0.32 7.74 -0.42  -0.27
C: 3.59 2.06 -2.19  -0.09
C: 2.82 0.75 -2.24  -0.42
C: -0.04 3.15 -2.69  -0.22
C: -3.26 0.53 -1.57  -0.38
C: -3.37 0.71 -3.09  -0.05
C: 1.14 -3.27 2.64  -0.22
C: -3.29 -3.30 -1.53  -0.12
C: 1.90 3.04 2.65  -0.21
C: -0.85 6.98 -0.44  -0.03
C: -3.68 0.36 2.45  -0.23
C: -2.05 -5.61 -1.35  -0.06
C: 1.54 7.08 -0.56  -0.04
C: -2.75 -1.98 -1.36  -0.16
C: -0.81 5.60 -0.61  -0.06
C: -1.92 -2.92 2.79  -0.21
C: 4.99 -2.69 -0.98  -0.06
C: 3.38 0.43 1.98  -0.23
C: 0.42 4.97 -0.76  -0.39
C: 2.85 -1.64 -1.34  -0.15
C: -3.67 -0.90 -1.25  -0.14
C: -5.01 -1.17 -0.97  -0.05
C: 3.56 -0.43 -1.63  -0.15
C: 0.26 9.24 -0.28  -0.05
C: 4.93 -0.37 -1.46  -0.05
C: -5.49 -2.47 -0.89  -0.07
C: 3.09 -5.17 -0.23  -0.06
C: -4.08 1.60 -0.86  -0.06
C: 0.78 -2.55 -0.65  -0.19
C: -1.69 -4.13 -3.39  -0.06
C: 3.62 -2.83 -1.21  -0.11
H: -2.18 -2.94 1.73  0.01
H: 1.78 -0.47 -3.71  0.07
H: -1.12 -3.41 -0.14  0.10
H: 2.98 2.87 -2.59  0.05
H: 2.17 -4.98 0.32  0.05
H: 2.55 5.20 -0.82  0.11
H: 1.35 1.10 5.36  0.01
H: 1.19 9.64 0.11  0.08
H: 1.53 -3.77 3.53  0.04
H: -3.98 -0.39 3.19  0.02
H: -3.26 3.46 2.70  0.03
H: 3.50 -0.63 2.25  0.03
H: 0.07 9.70 -1.25  0.08
H: 1.91 1.25 -4.16  0.07
H: 3.33 0.19 -4.27  0.09
H: 2.90 3.48 2.73  0.04
H: 3.05 1.54 5.12  0.03
H: -5.04 -4.50 -1.33  0.11
H: 5.45 0.56 -1.65  0.10
H: 1.10 -4.65 -1.94  0.04
H: -4.51 1.05 2.31  0.03
H: 0.70 3.67 -3.31  0.06
H: 6.71 -1.41 -0.86  0.10
H: 1.32 -3.33 -0.12  0.08
H: 5.57 -3.59 -0.81  0.11
H: 0.74 -1.32 5.28  0.00
H: 1.97 -2.74 2.16  0.02
H: -3.51 -0.17 1.50  0.01
H: 3.93 -5.01 0.45  0.08
H: -2.59 1.98 5.35  0.03
H: -1.02 -1.37 5.39  0.01
H: -2.73 -5.83 -0.51  0.08
H: -5.13 1.59 -1.18  0.08
H: 1.95 -3.71 -3.17  0.09
H: -6.53 -2.66 -0.64  0.10
H: 1.50 3.28 1.66  -0.01
H: -1.01 3.64 -2.75  0.06
H: -1.08 -5.34 -0.94  0.05
H: -1.93 3.26 1.54  -0.01
H: 1.24 3.52 3.39  0.03
H: 4.49 2.01 -2.80  0.08
H: 3.88 2.32 -1.16  0.08
H: -3.49 -4.97 -2.74  0.12
H: -2.23 0.66 -1.29  0.06
H: -0.56 9.54 0.39  0.08
H: -0.09 -2.88 5.47  0.04
H: 2.23 -5.45 -3.02  0.09
H: 3.18 0.47 0.91  0.00
H: -1.81 7.47 -0.32  0.12
H: 2.46 7.66 -0.52  0.11
H: -2.40 0.22 5.27  0.01
H: 3.09 -6.23 -0.52  0.08
H: 4.33 0.94 2.18  0.04
H: -1.57 3.67 3.22  0.03
H: -0.73 -3.75 -3.03  0.05
H: -2.69 0.02 -3.61  0.08
H: -1.49 -5.02 -3.99  0.08
H: 4.09 -4.67 -2.01  0.12
H: -2.72 -2.38 3.32  0.02
H: 0.79 -4.05 1.95  0.02
H: -0.97 1.27 5.23  0.01
H: -4.05 1.48 0.23  0.05
H: -1.92 -6.52 -1.93  0.08
H: -3.12 1.73 -3.39  0.07
H: -0.11 2.10 -2.98  0.03
H: 1.87 0.86 -1.65  0.01
H: -1.92 -3.96 3.16  0.04
H: -1.72 5.01 -0.59  0.11
H: -3.68 2.59 -1.09  0.08
H: -4.39 0.49 -3.43  0.08
H: -2.13 -3.37 -4.03  0.09
H: 2.54 -0.15 4.95  0.02
H: -5.70 -0.34 -0.83  0.10

total energy: -3493.23686 hartree
gap between HOMO and LUMO (alpha / beta): 4.98 / 4.98 eV

***

The following is a quantum chemistry calculation of a cluster of 2 separate species, C38H53I2N2O2 in total, from OMol25.

Each line ends with the Löwdin charge.
Element x y z (Å)
I: -4.76 -0.25 3.52  0.93
I: -2.12 -3.49 0.66  0.89
O: 0.61 1.17 -0.73  0.11
O: 2.65 0.93 3.53  0.14
N: -3.43 2.82 -1.92  -0.19
N: 5.86 0.15 3.17  0.03
C: 4.25 -1.18 -0.81  -0.01
C: -1.42 -0.74 3.52  0.00
C: 0.58 -0.55 4.98  -0.07
C: -2.13 2.27 -2.47  -0.12
C: -3.44 -0.99 1.97  -0.70
C: 5.97 -3.49 1.15  -0.18
C: 3.00 -0.59 -0.94  0.01
C: -3.33 3.04 -0.43  -0.08
C: -0.06 -0.44 3.70  -0.14
C: 1.15 -0.66 6.02  0.16
C: -0.72 4.20 -3.45  -0.08
C: 2.95 -0.27 1.48  -0.02
C: -0.91 3.17 -2.33  -0.21
C: 4.86 -0.95 3.00  -0.19
C: -3.71 5.40 -2.19  -0.18
C: -3.90 -3.32 3.08  -0.24
C: -4.47 1.69 -2.01  -0.08
C: 4.02 -4.72 0.04  -0.21
C: 0.69 -0.05 2.58  -0.02
C: 4.84 -1.34 0.44  -0.16
C: 4.22 -0.86 1.62  -0.08
C: -4.77 5.97 -1.23  -0.24
C: 2.17 0.27 2.65  -0.26
C: -4.72 2.82 0.14  -0.13
C: -1.98 -0.64 2.25  -0.34
C: 0.11 0.04 1.31  -0.07
C: 3.43 -5.01 -2.46  -0.25
C: -3.92 4.00 -2.75  -0.08
C: 2.36 -0.17 0.21  -0.09
C: -6.22 5.71 -1.64  -0.09
C: -5.40 1.83 -0.81  -0.12
C: 3.52 -5.66 -1.06  -0.22
C: -1.23 -0.25 1.15  -0.05
C: -3.72 -2.52 1.78  -0.76
C: 0.99 0.43 0.16  -0.26
C: 5.55 -4.55 0.09  -0.19
C: 4.77 -4.95 -3.22  -0.11
C: 6.18 -2.07 0.51  -0.11
H: 2.50 -5.97 -0.80  0.10
H: -1.37 5.07 -3.33  0.05
H: -2.02 -1.06 4.36  0.09
H: 3.69 -5.13 1.00  0.11
H: -6.43 6.14 -2.62  0.09
H: 5.97 -4.25 -0.87  0.09
H: 0.30 4.57 -3.44  0.08
H: -5.57 0.87 -0.34  0.11
H: -4.62 7.05 -1.18  0.12
H: 2.50 -0.46 -1.89  0.12
H: -0.05 2.50 -2.37  0.09
H: -6.89 6.16 -0.91  0.08
H: -2.72 5.50 -1.73  0.10
H: -4.59 -2.61 1.14  0.07
H: -3.70 -0.43 1.07  0.05
H: 5.33 1.01 3.07  0.07
H: -5.29 3.74 0.20  0.09
H: -3.68 6.06 -3.06  0.13
H: 6.86 -3.82 1.69  0.11
H: 6.94 -1.50 1.05  0.11
H: -1.94 1.34 -1.92  0.11
H: 5.15 -3.47 1.87  0.09
H: -4.97 3.83 -2.98  0.12
H: 2.73 -5.61 -3.05  0.10
H: 5.38 -5.80 -2.89  0.07
H: -6.46 4.65 -1.67  0.05
H: 5.38 -1.89 3.16  0.10
H: -0.91 3.77 -4.43  0.08
H: -2.91 4.02 -0.22  0.12
H: -3.93 0.75 -1.96  0.13
H: 6.00 -5.52 0.36  0.12
H: 5.35 -4.05 -3.00  0.05
H: -6.38 2.20 -1.11  0.11
H: -2.64 2.29 -0.05  0.13
H: 4.64 -5.07 -4.29  0.07
H: 3.54 -3.74 -0.05  0.10
H: -3.30 -2.94 3.90  0.06
H: -4.66 2.43 1.16  0.10
H: 1.88 -0.67 6.80  0.05
H: -4.95 -3.40 3.37  0.07
H: -2.32 2.00 -3.51  0.14
H: -3.40 3.92 -3.70  0.13
H: -0.88 3.64 -1.35  0.11
H: -4.97 1.75 -2.98  0.14
H: -3.56 -4.35 2.92  0.04
H: 4.12 -6.58 -1.13  0.11
H: 6.47 -2.26 -0.52  0.10
H: -1.68 -0.21 0.16  0.11
H: 4.13 -0.85 3.80  0.10
H: -4.60 5.62 -0.21  0.09
H: 4.75 -1.55 -1.70  0.12
H: 2.96 -4.02 -2.39  0.09
H: 6.43 0.13 2.33  0.05

total energy: -2334.87735 hartree
gap between HOMO and LUMO: 8.11 eV
net charge: +1

***

The following is a quantum chemistry calculation of a cluster of 2 separate species, C25H27O in total, from OMol25.

Each line ends with the natural charge from an NBO analysis.
Element x y z (Å)
O: 0.06 -0.39 -1.33  -0.72
C: -2.45 -1.49 -2.70  -0.78
C: -0.99 1.17 3.41  -0.20
C: 2.44 -4.52 -1.69  -0.21
C: 1.55 4.44 2.42  -0.19
C: 2.80 1.98 1.96  -0.22
C: 0.59 0.89 1.48  -0.04
C: 3.18 -3.34 -1.56  -0.18
C: -1.87 0.22 1.38  -0.25
C: 0.56 -3.47 -0.61  -0.24
C: -0.78 0.75 2.08  0.01
C: 1.40 2.07 1.89  0.02
C: 1.14 -4.59 -1.19  -0.21
C: 2.60 -2.20 -0.98  -0.24
C: 0.78 3.31 2.12  -0.24
C: 1.27 -2.27 -0.56  0.02
C: 3.56 3.11 2.27  -0.20
C: -3.30 0.48 3.32  -0.20
C: -2.44 1.07 -2.51  -0.78
C: -1.97 -0.17 -3.11  0.67
C: 0.48 -1.02 -0.20  0.01
C: -2.23 1.02 4.03  -0.20
C: 2.94 4.34 2.51  -0.21
C: 1.16 0.02 0.61  -0.18
C: -1.17 -0.07 -4.34  -0.78
C: -3.12 0.06 2.00  -0.21
H: -0.16 1.62 3.96  0.23
H: 2.89 -5.39 -2.16  0.23
H: -1.79 0.08 -5.23  0.33
H: -2.34 1.34 5.07  0.23
H: 3.17 -1.27 -0.84  0.22
H: -1.66 1.84 -2.62  0.28
H: -3.94 -0.38 1.43  0.21
H: -1.78 -2.27 -3.09  0.26
H: -2.51 -1.60 -1.60  0.29
H: -2.67 0.97 -1.44  0.28
H: 2.17 0.25 0.26  0.20
H: 3.29 1.02 1.79  0.22
H: 0.55 -5.50 -1.28  0.22
H: 1.05 5.39 2.56  0.22
H: -0.36 -1.37 0.42  0.18
H: -1.75 -0.05 0.32  0.19
H: -3.35 1.45 -3.02  0.32
H: -0.48 0.78 -4.27  0.28
H: -0.30 3.40 2.05  0.22
H: 3.54 5.23 2.76  0.22
H: 0.16 -0.92 -2.14  0.47
H: -3.46 -1.69 -3.11  0.32
H: -0.45 -3.49 -0.18  0.21
H: -0.58 -0.99 -4.50  0.26
H: 4.21 -3.27 -1.93  0.23
H: -4.28 0.39 3.79  0.23
H: 4.64 3.03 2.31  0.22

total energy: -1043.75216 hartree
gap between HOMO and LUMO: 4.58 eV
net charge: +1

***

The following is a quantum chemistry calculation of a cluster of 2 separate species, C26H56N3O6P in total, from OMol25.

Each line ends with the Löwdin charge.
Element x y z (Å)
P: 2.55 3.14 -1.74  0.49
O: 3.35 1.84 -1.30  -0.23
O: 3.21 3.97 -2.78  -0.26
O: -1.77 -4.63 -4.91  -0.56
O: 1.12 2.55 -2.16  -0.26
O: 0.18 0.94 4.13  -0.10
O: -4.95 -0.39 -1.49  -0.19
N: -0.52 -0.48 1.23  0.01
N: 0.81 1.37 0.58  0.18
N: 0.22 -0.26 -1.00  0.27
C: 0.32 3.30 -3.10  -0.25
C: 0.18 0.20 0.28  -0.32
C: 0.25 -1.57 1.89  -0.11
C: -0.23 1.45 2.88  -0.28
C: -1.62 -0.97 5.81  -0.10
C: -3.58 -0.60 -1.75  -0.26
C: 2.08 -2.45 0.33  -0.18
C: -0.33 1.63 5.27  -0.20
C: 0.66 -2.66 0.89  -0.16
C: 0.16 2.53 -4.41  -0.05
C: 1.03 1.67 2.02  -0.22
C: 2.71 3.27 1.10  -0.21
C: -5.37 0.90 -1.87  -0.13
C: 0.28 -3.38 -2.70  -0.19
C: -1.18 0.50 2.14  -0.05
C: -3.23 -2.08 -1.71  -0.16
C: -1.85 1.62 5.40  -0.18
C: 4.51 -0.23 -1.78  -0.05
C: -2.53 0.25 5.64  -0.23
C: -1.18 -3.59 -2.28  -0.23
C: 2.27 4.00 -0.18  -0.19
C: 3.51 0.80 -2.29  -0.24
C: -2.12 -2.45 -2.73  -0.20
C: 1.57 3.08 2.11  -0.14
C: 2.33 -2.89 -1.15  -0.20
C: 1.36 -3.94 -1.73  -0.18
H: 2.37 -1.39 0.41  0.09
H: 0.66 -3.60 1.45  0.12
H: 1.97 -4.64 -2.32  0.11
H: 2.76 4.98 -0.26  0.10
H: 1.06 -0.59 -1.43  0.08
H: -0.87 2.61 -4.77  0.08
H: 0.04 2.66 5.28  0.13
H: 2.37 -2.02 -1.82  0.06
H: -0.38 -1.98 2.68  0.12
H: -1.02 -5.21 -5.08  -0.17
H: 1.79 0.99 2.40  0.16
H: 3.35 -3.30 -1.17  0.10
H: 3.51 3.84 1.57  0.12
H: 0.39 -3.85 -3.68  0.10
H: -0.75 2.41 2.99  0.15
H: 2.54 0.34 -2.51  0.09
H: 3.86 1.24 -3.23  0.13
H: -1.55 -1.54 -2.99  0.08
H: -3.14 0.33 6.54  0.10
H: 0.73 4.29 -3.26  0.11
H: -3.24 0.07 4.82  0.10
H: -2.58 -2.79 -3.66  0.10
H: -0.09 -2.71 0.11  0.09
H: 1.19 4.21 -0.16  0.09
H: -2.99 -0.04 -0.99  0.10
H: 2.80 -2.98 0.97  0.11
H: 1.97 3.22 3.12  0.13
H: 0.77 3.80 1.91  0.12
H: -1.16 -1.29 4.86  0.05
H: 0.90 -4.53 -0.93  0.10
H: -6.42 1.01 -1.58  0.09
H: -5.29 1.04 -2.95  0.09
H: -1.55 -4.47 -2.83  0.08
H: -2.08 2.27 6.25  0.12
H: 4.55 -0.24 -0.69  0.08
H: -0.65 -0.40 -1.49  0.10
H: 4.18 -1.23 -2.10  0.06
H: 0.38 2.13 0.05  0.15
H: -4.15 -2.63 -1.95  0.12
H: 3.14 2.29 0.86  0.10
H: -0.66 3.42 -2.63  0.11
H: -2.22 -1.82 6.16  0.08
H: 5.50 -0.08 -2.21  0.08
H: 0.46 -2.30 -2.86  0.08
H: -1.29 -3.77 -1.20  0.08
H: -1.83 1.11 1.51  0.13
H: -0.83 -0.80 6.55  0.07
H: -2.93 -2.39 -0.70  0.10
H: -1.83 -0.05 2.83  0.13
H: 0.11 1.14 6.14  0.12
H: -4.77 1.68 -1.37  0.08
H: 0.35 1.47 -4.23  0.08
H: 1.16 -1.18 2.37  0.12
H: 0.84 2.89 -5.18  0.08
H: -2.31 2.11 4.53  0.10
H: -3.32 -0.19 -2.74  0.12

total energy: -1981.19484 hartree
gap between HOMO and LUMO: 3.16 eV

***

The following is a quantum chemistry calculation of an isolated molecule of C4H7NO, from OMol25.

Each line ends with the natural charge from an NBO analysis.
Element x y z (Å)
O: 2.66 1.53 0.64  -0.51
N: 0.55 0.72 0.20  -0.46
C: 0.20 -0.05 -1.05  -0.26
C: -1.75 -0.19 0.55  -0.61
C: 1.95 0.63 0.30  0.55
C: -0.31 -0.47 0.25  -0.07
H: -1.95 -0.11 1.62  0.22
H: 0.11 -1.38 0.68  0.20
H: -0.34 0.59 -1.72  0.22
H: 0.92 -0.72 -1.53  0.20
H: 2.34 -0.32 -0.13  0.08
H: -2.35 -0.99 0.12  0.22
H: -2.03 0.75 0.07  0.22

total energy: -286.54923 hartree
gap between HOMO and LUMO: 11.03 eV
SMILES: C[C@H]1CN1C=O

***

The following is a quantum chemistry calculation of a cluster of 2 separate species, C3H13N4 in total, from OMol25.

Each line ends with the natural charge from an NBO analysis.
Element x y z (Å)
N: -1.96 -0.69 1.11  -0.79
N: 2.44 1.85 0.38  -0.83
N: 0.12 1.35 0.98  -0.87
N: -0.07 -1.45 -1.94  -0.65
C: -1.28 -1.42 -1.10  -0.26
C: -1.04 -1.05 0.21  0.10
C: 1.39 0.89 0.45  -0.06
H: 2.77 2.17 1.29  0.38
H: 2.16 2.65 -0.17  0.36
H: -0.07 2.16 0.45  0.36
H: -0.04 -0.93 0.63  0.21
H: -2.99 -0.80 0.84  0.39
H: -0.11 -2.17 -2.59  0.43
H: -2.23 -1.41 -1.66  0.24
H: 0.73 -1.61 -1.34  0.44
H: 0.12 -0.57 -2.47  0.43
H: 1.21 0.43 -0.54  0.13
H: 0.32 1.77 1.93  0.37
H: 1.79 0.07 1.09  0.19
H: -1.75 0.23 1.48  0.43

total energy: -340.83014 hartree
gap between HOMO and LUMO: 9.34 eV
net charge: +1